The following is a DFT calculation (the ωB97M-V functional and the def2-TZVPD basis) of a cluster of 4 separate species, C65H67BCl2F2N3O15 in total.

Element x y z (Å)
Cl1 -2.66 -6.23 3.07
Cl2 1.81 0.30 4.73
F1 2.10 -3.53 5.01
F2 4.64 -3.89 4.32
O1 3.30 -5.80 1.21
O2 5.28 -3.07 2.36
O3 -2.05 -5.67 -7.36
O4 1.82 -5.56 -0.63
O5 -3.19 1.71 2.70
O6 -2.28 -1.33 0.81
O7 1.13 -2.20 2.79
O8 -7.80 2.50 -4.08
O9 -2.84 2.20 -2.07
O10 -3.78 0.40 0.59
O11 4.27 4.19 4.48
O12 0.29 -2.49 -3.74
O13 1.07 8.12 6.22
O14 1.58 -5.10 3.53
O15 1.28 -1.22 -1.13
N1 3.03 -3.40 2.85
N2 0.07 -0.19 2.06
N3 1.17 -2.19 -0.12
C1 -1.55 -4.94 -6.53
C2 -0.09 -2.28 0.70
C3 -3.89 -0.39 -5.19
C4 1.29 0.14 -0.69
C5 2.42 -2.23 2.19
C6 2.07 3.47 6.04
C7 2.92 7.52 4.90
C8 -7.17 4.19 -1.94
C9 -1.50 -5.72 1.83
C10 3.53 5.08 4.86
C11 -2.82 1.40 0.31
C12 -5.70 1.43 -4.14
C13 4.38 -3.40 3.10
C14 2.35 4.79 5.71
C15 0.99 3.17 6.85
C16 -0.58 -2.71 -5.92
C17 1.78 7.23 5.81
C18 -3.44 -0.85 0.15
C19 -3.49 0.46 -4.17
C20 -1.12 -1.74 -8.47
C21 3.12 -0.93 2.59
C22 -1.32 -1.85 -0.09
C23 -6.26 3.29 -2.48
C24 -3.98 2.25 -2.52
C25 3.22 1.46 -1.66
C26 0.06 -1.63 2.07
C27 -1.30 -5.42 -5.14
C28 -1.58 -4.21 1.60
C29 -1.43 -3.06 -8.15
C30 2.46 -2.38 0.65
C31 1.80 0.97 -1.88
C32 -0.83 -6.31 -2.55
C33 4.22 9.12 3.66
C34 -5.19 -0.35 -5.67
C35 -2.55 2.27 1.57
C36 -5.52 4.89 -0.33
C37 -0.55 -0.91 -7.51
C38 2.19 -4.07 3.81
C39 -0.67 -4.59 -4.21
C40 4.25 0.33 -1.74
C41 1.52 5.81 6.18
C42 3.77 6.50 4.47
C43 -4.97 3.20 -1.94
C44 0.44 5.51 7.00
C45 3.18 -0.63 4.09
C46 -4.61 4.00 -0.87
C47 -0.27 -1.39 -6.25
C48 -6.80 4.99 -0.88
C49 -6.09 0.57 -5.15
C50 -1.48 -7.13 -3.47
C51 3.41 2.33 -0.42
C52 -0.26 -3.79 0.96
C53 5.07 8.11 3.25
C54 4.45 0.20 4.37
C55 -1.17 -3.54 -6.87
C56 -6.68 2.41 -3.61
C57 3.15 8.83 4.49
C58 -4.40 1.37 -3.64
C59 -0.27 -3.21 -4.56
C60 4.85 6.80 3.65
C61 3.22 -3.52 0.01
C62 -0.43 -5.05 -2.93
C63 0.83 2.09 -2.24
C64 0.17 4.19 7.33
C65 -1.71 -6.69 -4.76
B1 2.77 -5.03 0.23
H1 -2.48 0.42 -3.79
H2 -3.32 -0.85 -0.94
H3 1.11 -3.04 -0.70
H4 3.44 2.10 -2.51
H5 0.08 -4.40 -2.22
H6 0.77 2.14 7.10
H7 4.67 0.13 5.42
H8 0.88 2.32 -3.29
H9 -0.58 0.16 1.36
H10 -3.18 -1.10 -5.60
H11 4.28 -3.46 0.18
H12 -1.80 -6.24 0.93
H13 3.87 -0.56 -1.25
H14 -0.19 6.30 7.37
H15 -5.24 5.52 0.50
H16 4.22 1.25 4.20
H17 -2.64 1.88 3.47
H18 5.91 8.34 2.60
H19 -0.82 -1.93 2.61
H20 -0.20 1.82 -2.04
H21 2.20 -6.37 -0.99
H22 -0.20 -4.34 0.02
H23 0.53 -4.18 1.60
H24 2.71 -6.51 1.48
H25 2.54 2.92 -0.20
H26 -1.12 -1.09 -0.85
H27 3.73 1.73 0.43
H28 -0.67 3.95 7.96
H29 -1.76 -2.69 -0.61
H30 -3.62 3.93 -0.46
H31 -2.21 -7.33 -5.48
H32 -0.65 -6.66 -1.55
H33 3.11 -3.32 -1.06
H34 -2.42 -4.06 0.95
H35 5.18 0.66 -1.31
H36 -0.51 -6.05 2.10
H37 -2.94 3.27 1.41
H38 -1.88 0.97 -0.02
H39 5.52 6.01 3.32
H40 -3.20 2.04 -0.47
H41 4.39 10.14 3.34
H42 -1.88 -3.71 -8.88
H43 1.04 2.99 -1.67
H44 1.81 0.30 -2.73
H45 5.29 -0.14 3.79
H46 -1.76 -3.77 2.57
H47 2.71 2.68 5.67
H48 4.41 0.11 -2.78
H49 -1.81 -8.12 -3.18
H50 2.48 9.61 4.82
H51 4.13 -0.90 2.20
H52 4.20 3.04 -0.63
H53 0.18 -0.74 -5.50
H54 -8.16 4.26 -2.36
H55 -0.32 0.12 2.94
H56 -1.33 -1.37 -9.46
H57 -7.11 0.61 -5.53
H58 -7.51 5.69 -0.46
H59 1.97 0.28 0.13
H60 -4.25 -1.52 0.40
H61 -1.48 2.32 1.75
H62 -5.50 -1.02 -6.46
H63 2.62 -0.10 2.11
H64 0.31 0.51 -0.44
H65 3.30 -1.52 4.68
H66 3.05 -1.53 0.34
H67 -0.32 0.12 -7.76

Calculated values
- net charge = +1
- LUMO level (eV) = -3.2
- E (Ha) = -4954.78226
- highest occupied orbital energy (eV) = -11.24



The following is a DFT calculation (the ωB97M-V functional and the def2-TZVPD basis) of a structure of composition C65H69CaFN6O2P2Si2.

Element x y z (Å)
Ca1 0.40 -0.21 0.30
P1 2.06 -0.86 -2.38
P2 -0.85 -0.74 -2.35
Si1 3.93 1.50 -2.00
Si2 -2.65 1.60 -1.96
F1 -1.12 -1.81 1.38
O1 4.37 2.41 5.96
O2 4.73 0.20 6.32
N1 2.48 0.64 -2.07
N2 -2.06 0.37 2.64
N3 1.53 -2.25 1.33
N4 0.94 2.12 0.55
N5 -1.32 0.60 -1.58
N6 1.98 0.24 2.17
C1 1.73 -2.59 -6.12
C2 3.20 -0.46 4.09
C3 2.63 -4.48 2.52
C4 -1.90 -0.68 -6.38
C5 -3.79 -2.98 -0.55
C6 1.60 -2.31 -4.77
C7 -0.52 1.80 5.17
C8 -1.51 -1.95 2.69
C9 -4.33 1.22 2.91
C10 -2.94 1.34 3.11
C11 0.54 2.99 -0.37
C12 1.70 2.55 1.57
C13 2.54 -1.80 -6.92
C14 -3.02 2.65 -0.45
C15 1.59 4.80 0.75
C16 -0.96 2.65 3.97
C17 4.55 -4.09 -1.56
C18 -1.38 -3.18 3.27
C19 1.36 -3.45 0.79
C20 -3.33 3.51 4.14
C21 2.26 -2.12 2.45
C22 2.03 3.90 1.70
C23 -2.45 2.52 3.73
C24 4.26 2.29 -0.31
C25 3.33 -2.00 -1.66
C26 -2.51 -1.04 4.63
C27 -5.72 -0.89 3.15
C28 -2.38 -2.28 5.24
C29 2.82 -3.23 3.08
C30 3.83 2.98 -3.18
C31 5.53 0.54 -2.40
C32 1.89 -4.60 1.35
C33 0.58 -1.46 -1.81
C34 -4.70 3.37 3.96
C35 -1.88 -1.02 -5.03
C36 3.22 -0.73 -6.36
C37 4.27 1.19 5.72
C38 -2.10 -2.07 -2.02
C39 2.48 -0.73 2.94
C40 2.93 1.86 3.65
C41 -1.81 -3.36 4.59
C42 3.09 -0.45 -5.01
C43 -3.76 -4.18 -1.24
C44 -0.14 0.91 -6.00
C45 -2.97 -1.93 -0.95
C46 -4.92 0.01 2.20
C47 -2.05 -3.29 -2.69
C48 -1.02 0.27 -6.87
C49 -2.05 -0.79 3.30
C50 4.85 -2.46 0.17
C51 3.95 -1.63 -0.47
C52 -0.99 -0.41 -4.16
C53 0.84 4.34 -0.32
C54 3.65 -3.25 -2.20
C55 -5.18 2.23 3.35
C56 -0.13 0.58 -4.66
C57 3.43 0.85 4.46
C58 -4.22 0.73 -2.53
C59 -5.80 0.43 1.02
C60 2.28 -1.23 -4.19
C61 -0.49 4.09 4.17
C62 2.21 1.52 2.51
C63 -2.88 -4.34 -2.31
C64 5.15 -3.70 -0.37
C65 -2.28 2.82 -3.37
H1 3.19 -3.57 -3.13
H2 0.49 5.01 -1.09
H3 5.30 -2.15 1.10
H4 -6.25 2.12 3.19
H5 -2.98 -0.99 -0.40
H6 3.12 2.87 3.95
H7 3.71 -0.66 -0.04
H8 3.61 -1.23 4.73
H9 -4.44 -2.85 0.30
H10 4.78 -5.06 -2.00
H11 3.59 0.41 -4.59
H12 0.54 1.66 -6.38
H13 -2.95 -0.21 5.17
H14 -6.17 -1.72 2.60
H15 -3.01 3.64 -3.33
H16 -4.40 -5.00 -0.94
H17 6.19 1.14 -3.04
H18 -1.33 -3.44 -3.48
H19 5.34 -0.41 -2.91
H20 0.79 -3.46 -0.13
H21 5.85 -4.36 0.12
H22 -2.73 -2.39 6.26
H23 -1.08 2.09 6.06
H24 0.60 4.12 4.23
H25 4.78 3.53 -3.21
H26 -6.10 -0.44 0.44
H27 3.85 -0.10 -6.98
H28 4.09 1.60 0.52
H29 -5.00 1.47 -2.73
H30 3.58 2.68 -4.20
H31 2.66 4.23 2.52
H32 -0.95 -3.99 2.69
H33 0.55 1.08 -3.98
H34 3.05 3.66 -2.83
H35 -2.84 2.10 0.47
H36 -2.60 -1.17 -7.05
H37 1.17 -3.41 -6.55
H38 -4.04 0.18 -3.46
H39 -5.09 -1.30 3.93
H40 5.30 2.62 -0.26
H41 -4.06 3.00 -0.44
H42 -1.71 -4.32 5.07
H43 -0.46 2.23 3.09
H44 -4.60 0.02 -1.80
H45 6.07 0.31 -1.48
H46 -2.39 3.54 -0.43
H47 3.63 3.16 -0.16
H48 -2.95 4.40 4.61
H49 -0.87 4.50 5.11
H50 0.54 1.93 5.37
H51 -1.28 3.25 -3.27
H52 -6.71 0.94 1.36
H53 -5.38 4.15 4.28
H54 -5.26 1.12 0.37
H55 1.85 5.85 0.84
H56 -0.70 0.74 4.98
H57 -1.03 0.53 -7.93
H58 -2.35 2.35 -4.35
H59 -6.53 -0.32 3.62
H60 3.06 -5.36 2.99
H61 -2.58 -1.76 -4.66
H62 -2.84 -5.28 -2.84
H63 -0.82 4.74 3.35
H64 -0.04 2.56 -1.19
H65 0.95 -2.89 -4.14
H66 -4.08 -0.56 1.81
H67 3.40 -3.12 3.98
H68 1.73 -5.56 0.87
H69 2.64 -2.02 -7.98

Calculated values
- net charge = -2
- LUMO level (eV) = 3.8
- E (Ha) = -5036.89619
- energy relative to the best compared isomer or geometry (same formula, charge and spin) (kJ/mol) = 0.0
- highest occupied orbital energy (eV) = -2.20



Question: Which value of LUMO level does entry 1 give?
Answer: -3.2 eV